1.
Density functional theory data (the ωB97M-V functional and the def2-TZVPD basis) for an isolated molecule of C4H6N2 at a distorted geometry.

## Properties
Kohn-Sham gap   10.70 eV

Structure (XYZ):
```
12
Properties=species:S:1:pos:R:3:forces:R:3:mulliken_charge:R:1
C -1.19493 0.83386 -0.22638 -0.01 0.01 -0.01 -1.20
C -0.53696 -0.43782 0.24403 -0.17 0.03 0.25 0.06
N 0.11059 -1.33472 -0.71842 -0.01 -0.09 -0.21 -0.58
C 0.92744 -0.55366 0.18454 -0.27 -0.15 0.45 -0.10
C 2.51022 0.53428 -1.16046 -0.25 0.98 0.57 -0.02
N 1.68497 0.56681 -0.30620 0.97 -0.93 -1.42 -0.18
H -0.68590 1.23855 -1.10800 -0.07 -0.08 0.15 0.35
H -2.24047 0.64400 -0.48610 0.13 0.08 0.04 0.34
H -1.15374 1.59519 0.55882 -0.10 -0.08 -0.09 0.28
H -1.03918 -0.96804 1.04951 -0.04 0.09 -0.10 0.37
H 0.08838 -0.96149 -1.66569 0.06 0.07 0.23 0.31
H 1.52692 -1.12890 0.88016 -0.24 0.08 0.13 0.37
```
Forces are in eV/Å.

---

2.
Density functional theory data (the ωB97M-V functional and the def2-TZVPD basis) for a structure of composition C20H32FHfN3O3SSeSi at a distorted geometry.

## Properties
Kohn-Sham gap   8.22 eV
Total charge   +2

Structure (XYZ):
```
63
Properties=species:S:1:pos:R:3:forces:R:3:mulliken_charge:R:1
Hf 0.03609 -0.28431 0.25316 0.60 0.04 -1.00 1.89
C -0.35329 -4.75579 -0.38065 0.18 0.15 0.12 -1.10
Si 0.21628 -3.68473 1.04442 -0.05 -0.01 0.18 -0.11
C -1.26905 -3.24928 2.10362 0.20 0.08 -0.09 -1.06
C 1.52492 -4.46588 2.11658 -0.12 0.12 -0.12 -1.04
N 0.87139 -2.11752 0.43024 0.22 -0.19 0.06 0.20
C 2.16416 -2.08967 -0.14369 0.15 -0.14 0.09 0.36
C 2.79380 -3.15995 -0.78761 0.02 0.22 -0.04 -0.16
C 4.05708 -3.01636 -1.33925 -0.02 0.01 0.02 -0.99
C 4.74379 -1.81187 -1.27259 -0.08 0.06 0.04 -0.58
C 4.15926 -0.72364 -0.63666 -0.08 -0.05 0.09 -0.84
C 2.91233 -0.91990 -0.10267 0.06 -0.17 -0.02 0.57
F 2.26157 0.17073 0.55020 0.04 -0.17 -0.08 -0.34
H -1.18358 -5.37675 -0.05441 -0.14 -0.10 0.06 0.41
H 0.41811 -5.43093 -0.74239 0.11 -0.06 -0.05 0.41
H -0.69825 -4.16208 -1.22647 -0.05 0.07 -0.04 0.34
H -1.52641 -4.13720 2.67801 -0.03 -0.14 0.05 0.49
H -2.15321 -2.99930 1.51899 -0.11 0.05 -0.09 0.23
H -1.07739 -2.45037 2.82061 0.01 -0.03 0.01 0.24
H 1.13404 -5.37234 2.57681 -0.06 -0.08 0.04 0.40
H 1.81674 -3.78679 2.91811 0.00 0.04 0.06 0.32
H 2.42484 -4.74157 1.57391 0.09 -0.03 -0.08 0.39
H 2.28103 -4.10332 -0.86659 -0.08 -0.14 -0.02 0.36
H 4.51332 -3.86333 -1.82956 0.03 -0.05 -0.03 0.45
H 5.72715 -1.71623 -1.70294 0.10 0.01 -0.03 0.45
H 4.66283 0.22489 -0.53200 0.05 0.09 0.01 0.57
C -3.82311 -0.35030 1.11871 0.02 -0.02 0.01 -1.27
C -2.38078 -0.31338 0.78638 -0.53 -0.05 0.18 1.23
O -1.95612 -0.37482 -0.41370 -0.37 -0.20 -0.32 -0.57
O -1.48335 -0.19358 1.69201 -0.35 -0.12 0.50 -0.38
H -4.19536 0.67806 1.11323 -0.01 0.01 0.01 0.35
H -3.96801 -0.76233 2.11510 0.00 0.01 -0.02 0.31
H -4.37012 -0.91468 0.36739 0.01 0.01 0.00 0.42
C -0.85093 2.12541 3.87042 0.25 -0.05 0.10 -0.81
N -1.71700 2.71435 2.86536 -0.04 0.19 -0.45 0.33
C -2.95190 3.25336 3.11524 -0.28 0.12 -0.12 -0.34
C -3.43056 3.72881 1.94036 -0.12 -0.02 0.34 -0.53
N -2.48435 3.46878 0.98343 0.23 -0.16 0.28 0.24
C -2.57548 3.85054 -0.41209 0.00 0.05 -0.29 -0.79
C -1.44041 2.85019 1.55826 0.14 -0.27 0.04 -0.40
Se 0.13619 2.34667 0.67233 0.34 1.06 0.25 -0.33
H -1.18294 2.47021 4.84480 0.03 -0.01 0.02 0.38
H 0.17218 2.45590 3.69577 -0.06 -0.05 0.04 0.36
H -0.91022 1.04130 3.82035 0.02 -0.02 0.02 0.22
H -3.37820 3.26013 4.09940 -0.06 0.03 0.10 0.50
H -4.34631 4.23685 1.71031 -0.11 0.06 -0.01 0.48
H -3.55420 4.29378 -0.57874 0.05 -0.02 -0.02 0.32
H -2.45818 2.96740 -1.04102 -0.01 0.08 0.01 0.29
H -1.80009 4.57913 -0.64669 -0.05 -0.04 -0.03 0.35
O 0.59569 0.13513 -1.69277 -0.17 0.06 0.19 -0.85
S 1.35202 0.56967 -2.97353 0.03 -0.14 -0.01 0.15
C 2.21125 2.11146 -2.55743 -0.04 0.01 0.04 -0.52
C 1.32485 3.27524 -2.98816 0.00 0.00 0.01 -0.25
C 0.60713 2.81592 -4.25288 -0.02 0.00 -0.02 -0.73
C 0.08793 1.40796 -3.97305 0.01 -0.02 -0.03 -0.48
H 3.14185 2.07051 -3.12219 0.06 -0.01 -0.05 0.51
H 2.45126 2.07095 -1.49504 0.02 -0.02 0.00 0.29
H 1.93266 4.15986 -3.16872 0.00 0.03 0.03 0.45
H 0.61113 3.51081 -2.19792 -0.03 -0.02 0.01 -0.12
H 1.29457 2.80338 -5.10022 0.00 0.00 0.00 0.32
H -0.22236 3.47125 -4.51991 0.04 -0.03 -0.01 0.39
H -0.09592 0.80866 -4.86120 -0.02 -0.02 -0.02 0.44
H -0.80039 1.40090 -3.34080 -0.02 0.00 0.03 0.19
```
Forces are in eV/Å.

---

3.
Density functional theory data (the ωB97M-V functional and the def2-TZVPD basis) for a structure of composition C43H31F10N6P2ScSe2 at a distorted geometry.

## Properties
Kohn-Sham gap   7.24 eV

Structure (XYZ):
```
95
Properties=species:S:1:pos:R:3:forces:R:3:mulliken_charge:R:1
Sc 0.00784 0.22941 -0.11574 0.96 0.15 0.57 -1.15
C -0.88052 -0.46555 2.98276 -0.06 -0.03 0.02 -1.35
N 0.20487 0.25043 2.29956 -0.08 -0.10 -0.27 1.61
C 0.22445 1.66164 2.74384 -0.08 0.18 -0.08 -1.05
C -0.65351 2.51042 1.84099 -0.08 -0.14 -0.04 -0.89
N -0.29234 2.22391 0.46441 0.31 -0.14 0.23 0.97
C -0.06916 3.19383 -0.44811 -0.08 0.38 -0.45 0.17
C -0.12802 2.80082 -1.79699 -0.05 0.02 0.30 0.58
F -0.48820 1.48139 -1.98735 0.02 0.11 -0.18 -0.26
C 0.13053 3.59291 -2.88684 -0.05 -0.04 -0.07 -0.21
F 0.05715 3.09649 -4.12040 0.00 -0.01 -0.02 -0.30
C 0.44861 4.92367 -2.67755 0.00 -0.01 0.06 0.67
F 0.71544 5.73444 -3.70526 -0.01 0.01 -0.01 -0.31
C 0.49485 5.38754 -1.37406 -0.02 0.00 -0.08 0.14
F 0.81279 6.66255 -1.15013 0.01 0.03 0.01 -0.30
C 0.24675 4.55814 -0.29485 0.02 -0.19 0.08 -0.16
F 0.38196 5.10259 0.93057 -0.01 0.00 0.01 -0.34
C 1.48782 -0.41792 2.57620 0.17 -0.03 -0.03 -1.28
C 2.59745 0.06571 1.65459 -0.15 0.01 -0.10 -0.83
N 2.10875 0.04805 0.28015 -0.21 0.02 0.13 0.46
C 3.00122 -0.05473 -0.73492 0.33 -0.17 -0.29 -0.02
C 2.49280 -0.29391 -2.02159 0.00 0.01 0.20 0.23
F 1.12237 -0.38289 -2.09579 0.07 0.03 -0.12 -0.18
C 3.22736 -0.44555 -3.17076 -0.03 -0.01 -0.02 -0.22
F 2.61978 -0.67296 -4.33415 0.01 -0.01 -0.02 -0.29
C 4.60726 -0.36866 -3.09335 0.00 0.02 0.07 0.73
F 5.36649 -0.51423 -4.18319 0.00 0.00 -0.01 -0.32
C 5.17689 -0.12642 -1.85550 0.00 -0.03 -0.09 0.09
F 6.50314 -0.02546 -1.76113 0.03 0.01 0.01 -0.30
C 4.40857 0.02859 -0.71468 -0.18 0.10 0.02 0.18
F 5.06926 0.32338 0.42234 0.00 -0.02 0.02 -0.34
H -0.70838 -0.49297 4.06586 0.01 0.04 -0.01 0.42
H -1.83119 0.03171 2.78917 0.00 -0.02 0.00 0.41
H -0.93250 -1.49063 2.61835 0.00 0.00 -0.05 -0.03
H -0.10772 1.73164 3.78587 0.07 -0.04 0.04 0.33
H 1.24503 2.03764 2.68565 0.01 -0.05 -0.03 0.34
H -1.70876 2.24435 1.98295 -0.01 0.04 0.04 0.19
H -0.53909 3.55557 2.11494 -0.03 0.03 0.00 0.64
H 1.77891 -0.28076 3.62623 -0.04 0.03 0.01 0.31
H 1.34011 -1.48460 2.40297 -0.05 0.00 0.02 0.37
H 2.93708 1.06808 1.93712 0.06 -0.03 0.06 0.40
H 3.43961 -0.61426 1.79390 0.05 0.03 0.03 0.55
Se -6.59045 -0.90555 -2.10515 0.01 0.07 -0.12 -0.34
P -5.93116 -1.42785 -0.18822 -0.11 -0.28 -0.01 0.35
C -6.36968 -3.14524 0.20609 0.06 0.05 -0.06 -0.27
C -7.71953 -3.47092 0.05852 -0.01 0.01 -0.01 -0.72
C -8.15952 -4.74875 0.35112 -0.01 0.03 0.00 -0.76
C -7.25806 -5.71446 0.78561 0.02 -0.05 0.03 -0.68
C -5.91689 -5.39934 0.91785 0.03 -0.05 0.02 -0.38
C -5.47754 -4.11457 0.62703 -0.08 0.10 -0.17 1.08
C -6.71035 -0.49954 1.17120 -0.03 0.01 -0.11 0.32
C -7.04313 -1.11252 2.37616 0.11 0.05 -0.02 -0.04
C -7.68516 -0.38350 3.36745 0.00 -0.01 0.04 -0.76
C -7.99318 0.95239 3.15854 0.00 -0.03 0.01 -0.42
C -7.65289 1.56619 1.96000 0.00 0.00 0.00 -0.75
C -7.01719 0.84276 0.96479 -0.03 -0.01 0.01 -0.27
C -4.16180 -1.02272 0.01313 0.12 0.08 0.10 0.54
C -2.84732 -1.48590 -0.03611 0.01 0.06 0.03 -0.70
N -2.05668 -0.37335 -0.01477 -0.86 -0.24 0.12 1.64
N -2.83927 0.69601 0.05761 -0.13 -0.01 -0.07 -0.16
N -4.08373 0.33287 0.07616 0.02 0.05 0.05 -0.97
P -1.95220 -3.03277 -0.00939 0.11 -0.07 -0.04 0.62
Se 0.15717 -2.63249 -0.06169 -0.09 -0.01 -0.05 -0.29
C -2.32486 -3.88485 1.54950 0.11 0.11 -0.07 0.61
C -1.63175 -5.05640 1.85048 -0.02 0.07 -0.02 -1.07
C -1.84312 -5.68909 3.06408 0.01 -0.07 0.02 -0.84
C -2.72540 -5.14511 3.98830 -0.02 0.01 -0.01 -0.75
C -3.40089 -3.96888 3.69743 0.00 0.02 0.02 -0.85
C -3.20646 -3.33819 2.47802 0.24 0.03 0.27 0.40
C -2.49714 -3.99925 -1.43516 -0.11 0.11 0.22 1.08
C -2.76376 -5.36169 -1.36826 0.00 0.04 0.08 -0.26
C -3.16262 -6.03650 -2.51085 -0.03 -0.05 -0.03 -0.76
C -3.29384 -5.35396 -3.71133 0.02 0.01 0.02 -0.57
C -3.02378 -3.99371 -3.77645 0.00 0.02 -0.03 -0.77
C -2.62188 -3.31254 -2.64077 -0.04 -0.03 0.01 -0.27
H -8.41100 -2.71842 -0.30048 -0.02 -0.02 0.00 0.43
H -9.20602 -4.99819 0.23449 0.00 0.01 0.00 0.41
H -7.60389 -6.71380 1.01705 -0.01 0.00 -0.02 0.40
H -5.20924 -6.14923 1.24933 0.03 0.00 0.01 0.47
H -4.43855 -3.86490 0.73517 -0.22 -0.16 -0.19 -0.66
H -6.80828 -2.15642 2.54411 -0.04 -0.02 -0.01 0.33
H -7.95420 -0.86495 4.29897 0.00 0.00 0.00 0.41
H -8.50747 1.51319 3.92852 0.02 0.01 0.00 0.39
H -7.89119 2.60933 1.79810 0.00 0.00 -0.01 0.40
H -6.75663 1.30188 0.02040 -0.03 0.01 0.01 0.42
H -0.91040 -5.44914 1.14364 0.02 -0.03 0.04 0.52
H -1.31142 -6.60273 3.29511 0.01 0.01 -0.01 0.43
H -2.88040 -5.63496 4.94065 0.00 -0.01 0.00 0.42
H -4.08335 -3.53960 4.41940 0.00 0.00 -0.01 0.50
H -3.74317 -2.42469 2.25286 0.05 0.01 0.04 0.49
H -2.67138 -5.89026 -0.42778 -0.05 -0.02 -0.03 0.33
H -3.38419 -7.09461 -2.46240 0.02 0.00 0.01 0.43
H -3.61145 -5.88253 -4.60038 -0.01 0.00 0.00 0.40
H -3.13712 -3.46032 -4.71054 0.01 0.00 0.01 0.44
H -2.41786 -2.24927 -2.68549 -0.03 0.00 -0.03 0.38
```
Forces are in eV/Å.

---

4.
Density functional theory data (the ωB97M-V functional and the def2-TZVPD basis) for an isolated molecule of C8H6O at a distorted geometry.

## Properties
Kohn-Sham gap (spin up / spin down)   7.03 / 6.28 eV

Structure (XYZ):
```
15
Properties=species:S:1:pos:R:3:forces:R:3:mulliken_charge:R:1
C -2.13673 -3.64974 -2.20251 0.06 0.47 1.07 -0.22
C -3.29563 -2.93382 -1.91847 -0.86 -2.07 -3.54 -0.15
C -0.89885 -2.04210 -0.92188 5.51 0.55 -1.60 1.19
C -2.10450 -1.89070 -0.36100 -0.15 3.52 4.55 -0.50
C 0.24653 -1.21120 -0.63798 -4.82 -2.84 2.48 -0.80
C -1.03967 -3.09906 -1.86598 -1.21 -0.08 -1.25 -0.40
C 0.05867 1.02579 -0.00153 -1.44 0.32 -0.64 -1.12
C 0.11682 -0.36811 0.56004 0.60 -0.02 1.11 -0.13
O -3.20862 -2.28319 -0.72546 -1.16 -1.01 0.13 -0.02
H 1.16808 -1.40673 -1.03107 2.16 -0.34 -1.50 0.53
H 0.99744 1.37793 -0.38491 0.43 0.22 -0.18 0.34
H -0.33202 1.68027 0.75825 -0.02 0.62 0.13 0.32
H -0.68314 0.95458 -0.83657 0.55 0.68 0.58 0.33
H -0.84915 -0.57927 1.11100 1.29 0.06 -0.66 0.33
H 1.01650 -0.46821 1.24128 -0.97 -0.07 -0.67 0.31
```
Forces are in eV/Å.

---

no.,DFT total energy (Ha)
1,-265.42905
2,-4408.01130
3,-9230.77779
4,-383.28035